C22H29N5O3 | wB97M-V/def2-TZVPD

Values from the calculation:
- Spin multiplicity: 1
- Energy relative to the best compared isomer or geometry (same formula, charge and spin): 4.0877 eV
- Electronic energy: -36876.71648 eV
- SMILES: O=C(Cn1cccn1)N1CCC[C@@H](N2CCN(Cc3ccc4c(c3)OCO4)CC2)C1
- Frontier orbital gap: 8.4 eV
- HOMO energy: -7.66 eV
- Net charge: 0

The geometry in XYZ format:
```
59
Properties=species:S:1:pos:R:3:forces:R:3
O 2.54462 1.39096 -0.38691 0.255 0.052 -0.268
C 2.50528 1.25413 0.81977 0.223 0.201 0.246
C 3.74371 1.59295 1.66418 -0.010 0.290 -0.639
N 4.23558 0.46433 2.40829 0.257 -0.039 0.582
C 4.95937 0.49771 3.54670 0.059 -0.158 0.153
C 5.27143 -0.80421 3.86069 0.018 0.158 0.047
C 4.68829 -1.55799 2.83458 0.081 0.184 0.074
N 4.07006 -0.77790 1.96861 -0.281 -0.292 -0.742
N 1.38980 0.87794 1.47304 -0.335 0.035 0.026
C 1.22353 0.65738 2.89104 0.181 -0.216 0.389
C 0.99286 -0.82893 3.17815 -0.172 0.143 0.050
C -0.20250 -1.33916 2.37864 0.315 -0.070 -0.183
C 0.04010 -1.06887 0.89022 -0.100 0.117 0.331
N -0.98269 -1.67192 0.05741 -0.016 -0.139 -0.037
C -0.56023 -1.86986 -1.31991 -0.053 -0.118 -0.152
C -1.59413 -2.74150 -2.04447 0.220 0.049 0.023
N -2.94301 -2.22188 -2.00245 -0.078 -0.018 -0.041
C -3.33925 -1.30020 -3.05142 0.032 -0.073 0.031
C -2.65536 0.05015 -3.09155 0.016 0.012 -0.217
C -1.48803 0.22587 -3.82087 -0.263 -0.046 0.006
C -0.79404 1.43375 -3.83754 0.059 0.367 0.140
C -1.31748 2.46291 -3.09488 -0.452 -0.206 0.248
C -2.49891 2.30402 -2.36979 0.419 -0.015 -0.242
C -3.18755 1.11724 -2.35877 0.085 0.318 -0.070
O -2.80112 3.48030 -1.73012 -0.249 -0.489 -0.055
C -1.76901 4.38002 -2.07389 0.096 1.226 0.433
O -0.85589 3.74296 -2.93737 0.195 -0.387 -0.297
C -3.30386 -1.88851 -0.64348 0.037 0.131 0.173
C -2.27580 -1.00992 0.08303 -0.197 -0.097 -0.008
C 0.24181 0.44996 0.70023 -0.057 -0.308 -0.501
H 4.50490 1.92865 0.94933 -0.222 -0.051 0.136
H 3.52402 2.41580 2.35136 0.036 -0.149 -0.005
H 5.19442 1.42011 4.03927 0.031 0.196 0.072
H 5.83309 -1.16014 4.69929 0.115 -0.019 0.183
H 4.69097 -2.62098 2.69770 -0.026 -0.215 -0.062
H 2.08657 1.01807 3.44699 -0.051 0.059 -0.036
H 0.34428 1.22926 3.21677 0.087 0.009 0.030
H 0.82653 -0.96760 4.24765 0.032 -0.005 0.048
H 1.88582 -1.38526 2.89016 -0.025 0.036 0.085
H -0.33877 -2.40931 2.53382 -0.065 -0.034 -0.008
H -1.10805 -0.82951 2.71365 -0.113 0.015 0.014
H 0.98578 -1.55326 0.61848 -0.021 0.065 0.012
H -0.43564 -0.91427 -1.85221 0.074 -0.103 0.056
H 0.40032 -2.38975 -1.31718 0.026 0.020 -0.017
H -1.61668 -3.71946 -1.54998 0.140 -0.008 -0.042
H -1.29591 -2.88505 -3.08394 0.009 -0.050 -0.045
H -4.41814 -1.15184 -2.94418 0.023 0.000 -0.096
H -3.16268 -1.81681 -3.99996 -0.074 0.077 -0.003
H -1.09810 -0.60059 -4.39610 0.032 -0.124 -0.061
H 0.11491 1.55839 -4.40084 0.137 0.020 -0.086
H -4.10604 1.01564 -1.80346 -0.145 -0.033 0.099
H -2.20074 5.26024 -2.57700 0.075 -0.257 0.058
H -1.24640 4.70687 -1.15968 -0.101 -0.163 -0.202
H -3.38574 -2.83454 -0.09585 -0.045 0.087 0.113
H -4.27963 -1.39973 -0.63934 -0.060 -0.014 0.014
H -2.23629 -0.01908 -0.39545 -0.002 -0.073 0.147
H -2.59418 -0.88752 1.11960 -0.034 0.063 0.013
H 0.43352 0.69016 -0.34643 -0.110 0.040 0.114
H -0.63972 0.99977 1.04638 -0.011 -0.003 -0.025
```
Positions in Å, forces in eV/Å.

---

C22H29N5O3 | wB97M-V/def2-TZVPD

Values from the calculation:
- Spin multiplicity: 1
- Energy relative to the best compared isomer or geometry (same formula, charge and spin): 1.3818 eV
- Electronic energy: -36879.42238 eV
- SMILES: CCOc1ccc(C(=O)NCCC(=O)N2CCC3(CC2)NCCc2[nH]cnc23)cc1
- Frontier orbital gap: 9.0 eV
- HOMO energy: -8.34 eV
- Net charge: 0

The geometry in XYZ format:
```
59
Properties=species:S:1:pos:R:3:forces:R:3
C -5.26898 -3.60605 -0.35605 -0.079 0.403 -0.102
C -6.07768 -2.33141 -0.58082 -0.138 -0.410 0.198
O -5.33763 -1.32824 -1.24589 0.207 0.222 -0.104
C -4.40502 -0.60746 -0.56812 0.183 0.196 -0.105
C -3.65600 0.28013 -1.34618 -0.220 -0.200 0.002
C -2.70391 1.09418 -0.77402 -0.055 -0.035 0.145
C -2.47020 1.03545 0.59998 -0.092 -0.300 -0.023
C -1.42694 1.86193 1.26013 -0.170 0.114 0.053
O -0.74467 1.44854 2.18394 -0.027 -0.151 0.218
N -1.31392 3.12687 0.78790 -0.031 0.293 -0.148
C -0.16933 3.95009 1.10245 0.166 0.076 0.152
C 0.62874 4.26854 -0.17129 -0.148 -0.122 -0.059
C 0.65062 3.04249 -1.07922 0.144 0.545 0.121
O -0.18849 2.94725 -1.96684 -0.361 0.100 -0.266
N 1.57306 2.09399 -0.86707 0.063 -0.192 -0.120
C 2.55113 2.01958 0.19174 0.300 0.035 0.454
C 2.25872 0.82536 1.10296 0.016 -0.065 -0.142
C 2.22576 -0.49144 0.31339 -0.195 0.141 -0.077
C 1.23195 -0.32371 -0.85233 0.210 0.180 0.058
C 1.57413 0.90203 -1.69172 -0.244 -0.335 -0.449
N 1.71688 -1.53942 1.20533 0.012 0.208 0.273
C 2.01311 -2.89911 0.81687 0.181 -0.264 0.040
C 3.52413 -3.21854 0.77902 -0.161 0.028 0.018
C 4.15558 -2.09665 0.04226 -0.340 0.112 0.116
N 5.38574 -2.06532 -0.55947 -0.006 -0.030 0.039
C 5.50717 -0.83564 -1.12136 0.211 0.044 -0.097
N 4.45290 -0.09858 -0.91705 0.200 0.353 -0.270
C 3.59233 -0.86964 -0.18600 0.110 -0.698 0.239
C -3.19175 0.12971 1.36705 0.204 0.228 -0.066
C -4.15810 -0.67933 0.80023 -0.252 -0.198 -0.063
H -4.90974 -3.98581 -1.30922 0.026 -0.064 -0.068
H -5.89572 -4.36027 0.11206 -0.047 -0.104 0.063
H -4.40958 -3.41329 0.28141 0.063 -0.048 0.066
H -6.48177 -1.95277 0.36623 0.002 0.013 -0.122
H -6.91617 -2.53830 -1.25215 0.070 0.057 0.161
H -3.84394 0.30875 -2.40789 -0.012 -0.002 -0.130
H -2.11488 1.74214 -1.40756 0.078 0.101 -0.053
H -1.83918 3.38445 -0.03402 -0.028 -0.142 0.056
H -0.49734 4.88025 1.58055 0.143 -0.121 -0.004
H 0.42838 3.38079 1.81907 -0.079 0.136 -0.054
H 1.62592 4.62936 0.07355 0.004 0.053 0.047
H 0.10860 5.04769 -0.73282 0.112 -0.107 -0.046
H 2.56240 2.93404 0.78124 -0.013 0.007 -0.058
H 3.53461 1.87478 -0.27000 -0.148 0.219 0.138
H 3.03232 0.77320 1.87267 0.059 -0.045 0.047
H 1.28945 0.94570 1.59086 0.044 0.031 0.008
H 1.24461 -1.20839 -1.48936 -0.016 -0.073 -0.028
H 0.23396 -0.22188 -0.42280 -0.067 0.009 0.005
H 0.83974 1.04193 -2.48617 0.172 -0.027 0.089
H 2.57292 0.78449 -2.12353 -0.142 0.062 -0.039
H 2.04381 -1.37084 2.15037 -0.029 0.035 0.001
H 1.50474 -3.56605 1.51679 0.004 -0.029 -0.116
H 1.59162 -3.06316 -0.17781 -0.001 -0.106 0.034
H 3.92042 -3.28179 1.79887 -0.035 -0.083 -0.019
H 3.70610 -4.17673 0.28628 -0.019 -0.051 0.025
H 6.05794 -2.81424 -0.58207 -0.041 0.114 -0.028
H 6.37539 -0.52202 -1.66503 0.241 -0.012 -0.115
H -2.98717 0.06951 2.42545 0.034 -0.024 0.087
H -4.70677 -1.35712 1.43519 -0.061 -0.076 0.014
```
Positions in Å, forces in eV/Å.

---

Question: spin multiplicity of number 1 (C22H29N5O3)?
Answer: 1